# 1
DFT (ωB97M-V/def2-TZVPD) results for a 2-piece molecular cluster, C3H6O2 overall.

```
11
C3H6O2 (ωB97M-V/def2-TZVPD)
C 2.11 0.04 2.01
C 1.65 0.66 0.85
O 1.10 -0.11 -0.19
H 2.33 0.70 2.88
H 2.24 -1.02 1.98
H 1.62 1.71 0.54
H 0.85 0.48 -1.00
C -2.78 -0.16 -0.96
O -1.94 -0.51 -1.66
H -3.70 -0.84 -0.79
H -2.58 0.69 -0.26
```

Lowest unoccupied orbital energy   0.8 eV
E   -7300.6030 eV
Total charge   0
Orbital gap   9.522 eV
SMILES string   C=CO.C=O

These are the Mulliken partial charges, in e, on atoms 1 to 8: atom 1 (C): -0.722, atom 2 (C): 0.116, atom 3 (O): -0.495, atom 4 (H): 0.227, atom 5 (H): 0.263, atom 6 (H): 0.267, atom 7 (H): 0.339, atom 8 (C): -0.112

# 2
DFT (ωB97M-V/def2-TZVPD) results for a 2-piece molecular cluster, C3H6O2 overall.

```
11
C3H6O2 (ωB97M-V/def2-TZVPD)
C -0.64 0.27 -1.46
C -0.57 0.60 -0.17
C 0.74 0.82 0.46
O 1.83 0.41 0.13
H -1.59 0.24 -1.98
H 0.27 0.14 -2.03
H -1.45 0.85 0.43
H 0.69 1.49 1.32
O 0.02 -1.54 1.43
H -0.29 -1.71 0.52
H 0.99 -1.55 1.35
```

Lowest unoccupied orbital energy   0.2 eV
E   -7301.9310 eV
Total charge   0
Orbital gap   10.262 eV
SMILES string   C=CC=O.O

These are the Mulliken partial charges, in e, on atoms 1 to 8: atom 1 (C): -0.485, atom 2 (C): -0.360, atom 3 (C): 0.114, atom 4 (O): -0.499, atom 5 (H): 0.284, atom 6 (H): 0.250, atom 7 (H): 0.324, atom 8 (H): 0.352

# 3
DFT (ωB97M-V/def2-TZVPD) results for one molecule with the formula C3H6O2.

```
11
C3H6O2 (ωB97M-V/def2-TZVPD)
C 1.29 -0.52 -0.34
O 0.11 0.40 -1.09
C -0.67 0.72 0.09
C -0.65 -0.52 0.98
O -0.54 -0.45 2.19
H 1.83 0.30 0.14
H -0.38 -0.28 -1.57
H 1.89 -0.79 -1.22
H -1.67 1.02 -0.24
H -0.16 1.56 0.58
H -1.04 -1.43 0.47
```

Lowest unoccupied orbital energy   0.3 eV
E   -7298.3819 eV
Total charge   0
Orbital gap   8.488 eV

These are the Mulliken partial charges, in e, on atoms 1 to 8: atom 1 (C): -0.712, atom 2 (O): -0.335, atom 3 (C): -0.279, atom 4 (C): 0.152, atom 5 (O): -0.534, atom 6 (H): 0.199, atom 7 (H): 0.428, atom 8 (H): 0.235

# 4
DFT (ωB97M-V/def2-TZVPD) results for one molecule with the formula C3H6O2.

```
11
C3H6O2 (ωB97M-V/def2-TZVPD)
O -1.13 1.12 -1.31
C -0.80 0.50 0.31
C 0.41 -0.16 -0.09
C 1.44 -0.79 0.72
O 0.50 -1.59 0.02
H -1.70 0.46 -1.75
H -0.73 1.47 0.81
H -1.72 -0.04 0.50
H -0.12 0.70 -1.38
H 1.36 -0.84 1.81
H 2.47 -0.82 0.35
```

Lowest unoccupied orbital energy   0.9 eV
E   -7298.0978 eV
Total charge   0
Orbital gap   8.724 eV

These are the Mulliken partial charges, in e, on atoms 1 to 8: atom 1 (O): -0.515, atom 2 (C): -0.356, atom 3 (C): -0.236, atom 4 (C): -0.218, atom 5 (O): -0.421, atom 6 (H): 0.381, atom 7 (H): 0.182, atom 8 (H): 0.287

# 5
DFT (ωB97M-V/def2-TZVPD) results for one molecule with the formula C3H6O2.

```
11
C3H6O2 (ωB97M-V/def2-TZVPD)
C 1.50 0.43 0.88
O 0.71 -0.42 0.06
C -0.64 -0.13 -0.01
C -1.33 -0.47 -1.23
O -1.75 -1.11 -0.04
H 1.72 1.41 0.41
H 1.04 0.60 1.85
H 2.46 -0.08 1.02
H -0.95 0.65 0.67
H -1.94 0.29 -1.72
H -0.81 -1.16 -1.89
```

Lowest unoccupied orbital energy   1.0 eV
E   -7300.9481 eV
Total charge   0
Orbital gap   10.874 eV
SMILES string   CO[C@H]1CO1

These are the Mulliken partial charges, in e, on atoms 1 to 8: atom 1 (C): -0.643, atom 2 (O): -0.365, atom 3 (C): 0.103, atom 4 (C): -0.307, atom 5 (O): -0.410, atom 6 (H): 0.279, atom 7 (H): 0.323, atom 8 (H): 0.235

# 6
DFT (ωB97M-V/def2-TZVPD) results for one molecule with the formula C3H6O2.

```
11
C3H6O2 (ωB97M-V/def2-TZVPD)
C 0.01 -0.35 0.14
C -1.36 0.39 0.53
C 1.17 0.53 -0.43
O -2.31 0.57 -0.42
O 2.41 0.50 0.16
H 0.60 -0.80 0.98
H -0.04 -0.97 -0.68
H -1.23 1.15 1.22
H 1.07 1.38 -1.13
H -2.33 -0.26 -0.90
H 2.60 -0.12 0.93
```

Lowest unoccupied orbital energy (alpha / beta)   0.8 / 0.8 eV
E   -7298.6079 eV
Total charge   0
Orbital gap (alpha / beta)   8.246 / 7.686 eV

These are the Mulliken partial charges, in e, on atoms 1 to 8: atom 1 (C): -0.352, atom 2 (C): -0.401, atom 3 (C): -0.222, atom 4 (O): -0.438, atom 5 (O): -0.500, atom 6 (H): 0.261, atom 7 (H): 0.245, atom 8 (H): 0.400

# 7
DFT (ωB97M-V/def2-TZVPD) results for a 2-piece molecular cluster, C3H6O2 overall.

```
11
C3H6O2 (ωB97M-V/def2-TZVPD)
C -2.33 -1.73 -0.37
C -3.42 -1.52 0.51
O -4.71 -1.67 0.27
H -1.43 -2.07 0.19
H -2.13 -2.14 -1.32
H -3.27 -1.26 1.68
H -5.09 -2.49 0.52
C 5.64 3.28 -0.38
O 6.25 2.46 0.36
H 5.79 3.27 -1.41
H 4.69 3.86 -0.05
```

Lowest unoccupied orbital energy   0.5 eV
E   -7299.5402 eV
Total charge   0
Orbital gap   9.672 eV
SMILES string   C=CO.C=O

These are the Mulliken partial charges, in e, on atoms 1 to 8: atom 1 (C): -0.647, atom 2 (C): 0.027, atom 3 (O): -0.492, atom 4 (H): 0.194, atom 5 (H): 0.328, atom 6 (H): 0.261, atom 7 (H): 0.330, atom 8 (C): -0.019

# 8
DFT (ωB97M-V/def2-TZVPD) results for one molecule with the formula C3H6O2.

```
11
C3H6O2 (ωB97M-V/def2-TZVPD)
C 0.06 0.72 0.13
C 1.19 -0.10 0.62
C -0.97 -0.17 -0.51
O 2.07 -0.73 -0.27
O -2.03 -0.73 0.21
H -0.46 1.42 0.91
H 0.49 1.40 -0.60
H 0.86 -0.89 1.30
H -0.45 -0.87 -1.16
H 1.88 -0.10 -1.14
H -2.63 0.06 0.51
```

Lowest unoccupied orbital energy (alpha / beta)   0.8 / 0.1 eV
E   -7298.3928 eV
Multiplicity   3
Total charge   0
Expectation value of S²   2.01
Orbital gap (alpha / beta)   7.764 / 11.521 eV

These are the Mulliken partial charges, in e, on atoms 1 to 8: atom 1 (C): -0.419, atom 2 (C): -0.306, atom 3 (C): -0.255, atom 4 (O): -0.415, atom 5 (O): -0.449, atom 6 (H): 0.281, atom 7 (H): 0.318, atom 8 (H): 0.273

# 9
DFT (ωB97M-V/def2-TZVPD) results for an isolated ion of composition C3H6O2P and charge -1.

```
12
C3H6O2P (ωB97M-V/def2-TZVPD)
C 0.83 -2.02 1.49
C 0.07 -0.97 1.01
P 0.06 -0.72 -0.87
O -2.00 -0.16 -0.91
O 0.70 0.81 -0.99
C -0.10 1.93 -1.14
H 0.98 -2.31 2.51
H 1.44 -2.49 0.75
H -0.79 -0.53 1.59
H -0.42 2.25 -2.20
H 0.33 2.70 -0.55
H -1.11 1.52 -0.70
```

Lowest unoccupied orbital energy   4.1 eV
E   -16589.2916 eV
Total charge   -1
Orbital gap   7.204 eV
SMILES string   C=CP([O-])OC

These are the Mulliken partial charges, in e, on atoms 1 to 8: atom 1 (C): -0.634, atom 2 (C): -0.153, atom 3 (P): 0.086, atom 4 (O): -0.953, atom 5 (O): -0.280, atom 6 (C): -0.602, atom 7 (H): 0.267, atom 8 (H): 0.238

# 10
DFT (ωB97M-V/def2-TZVPD) results for one molecule with the formula C3H6O2S.

```
12
C3H6O2S (ωB97M-V/def2-TZVPD)
O 1.86 -0.57 -1.61
C 0.83 0.01 -1.20
O 0.77 1.33 -0.73
C -0.49 -0.83 -0.93
C -1.27 -0.63 0.36
S -0.72 0.22 1.94
H 1.27 1.90 -1.25
H -0.01 -1.83 -0.97
H -1.32 -0.45 -1.62
H -2.15 0.00 0.12
H -1.71 -1.55 0.65
H 0.06 1.09 1.33
```

Lowest unoccupied orbital energy   0.5 eV
E   -18137.4661 eV
Total charge   0
Orbital gap   9.601 eV
SMILES string   O=C(O)CCS

These are the Mulliken partial charges, in e, on atoms 1 to 8: atom 1 (O): -0.542, atom 2 (C): 0.514, atom 3 (O): -0.426, atom 4 (C): -0.268, atom 5 (C): -0.740, atom 6 (S): -0.209, atom 7 (H): 0.312, atom 8 (H): 0.282

# 11
DFT (ωB97M-V/def2-TZVPD) results for one molecule with the formula C3H6O2S2.

```
13
C3H6O2S2 (ωB97M-V/def2-TZVPD)
O -1.57 -2.17 -0.09
C -1.62 -1.03 0.19
O -2.90 -0.35 0.33
C -0.40 -0.01 0.17
C 0.76 -0.06 -0.82
S 2.28 -0.20 0.23
S 2.36 1.82 0.52
H -3.53 -0.99 0.71
H -0.07 -0.06 1.22
H -0.67 1.02 0.12
H 1.14 -0.76 -1.59
H 0.50 0.79 -1.47
H 3.73 2.01 0.48
```

Lowest unoccupied orbital energy   0.5 eV
E   -28972.3669 eV
Total charge   0
Orbital gap   8.977 eV
SMILES string   O=C(O)CCSS

These are the Mulliken partial charges, in e, on atoms 1 to 8: atom 1 (O): -0.462, atom 2 (C): 0.313, atom 3 (O): -0.467, atom 4 (C): -0.628, atom 5 (C): -0.541, atom 6 (S): -0.075, atom 7 (S): -0.220, atom 8 (H): 0.342

# 12
DFT (ωB97M-V/def2-TZVPD) results for a 2-piece molecular cluster, C3H6O2S2 overall.

```
13
C3H6O2S2 (ωB97M-V/def2-TZVPD)
C -1.11 0.31 0.62
C 1.39 0.49 0.22
C 0.04 1.18 0.07
O -0.10 -2.60 0.18
O -1.36 -2.27 -1.84
S -2.57 0.29 -0.07
S -0.36 -1.72 -0.97
H -0.74 -0.16 1.48
H 1.34 -0.31 0.87
H 2.06 1.25 0.56
H 1.85 0.19 -0.72
H -0.40 1.29 -0.99
H -0.06 2.06 0.59
```

Lowest unoccupied orbital energy   -1.5 eV
E   -28971.5241 eV
Total charge   0
Orbital gap   7.746 eV

These are the Mulliken partial charges, in e, on atoms 1 to 8: atom 1 (C): -0.616, atom 2 (C): -1.257, atom 3 (C): -0.210, atom 4 (O): -0.429, atom 5 (O): -0.424, atom 6 (S): -0.104, atom 7 (S): 0.789, atom 8 (H): 0.430

# 13
DFT (ωB97M-V/def2-TZVPD) results for one molecule with the formula C3H6O2S2.

```
13
C3H6O2S2 (ωB97M-V/def2-TZVPD)
C -1.28 -1.21 -0.90
C 0.11 -0.76 -0.51
C 0.03 0.99 0.14
S -0.48 0.92 1.95
S 1.39 1.40 1.11
O 1.93 2.79 1.16
O 2.33 0.31 1.33
H -1.32 -1.87 -1.72
H -1.83 -0.37 -0.97
H -1.57 -1.69 -0.03
H 0.68 -0.72 -1.41
H 0.54 -1.49 0.20
H -0.51 1.70 -0.35
```

Lowest unoccupied orbital energy   -0.2 eV
E   -28970.2179 eV
Total charge   0
Orbital gap   9.675 eV
SMILES string   CC[C@H]1SS1(=O)=O

These are the Mulliken partial charges, in e, on atoms 1 to 8: atom 1 (C): -1.138, atom 2 (C): -0.445, atom 3 (C): -0.312, atom 4 (S): -0.157, atom 5 (S): 0.849, atom 6 (O): -0.553, atom 7 (O): -0.526, atom 8 (H): 0.374

# 14
DFT (ωB97M-V/def2-TZVPD) results for an isolated ion of composition C3H6O2S2 and charge +1.

```
13
C3H6O2S2 (ωB97M-V/def2-TZVPD)
C -0.54 0.23 -0.33
C 0.11 -0.27 -1.61
O 1.43 -0.45 -1.45
O -0.48 -0.27 -2.64
C -0.55 -0.83 0.76
S -0.21 -0.28 2.49
S 0.97 1.33 2.47
H 0.08 1.09 -0.03
H -1.53 0.63 -0.56
H 1.92 -0.56 -2.29
H 0.05 -1.73 0.58
H -1.58 -1.19 0.83
H 0.32 2.29 1.79
```

Lowest unoccupied orbital energy (alpha / beta)   -4.8 / -8.7 eV
E   -28965.0566 eV
Multiplicity   2
Total charge   +1
Expectation value of S²   0.76
Orbital gap (alpha / beta)   9.485 / 5.584 eV

These are the Mulliken partial charges, in e, on atoms 1 to 8: atom 1 (C): -0.222, atom 2 (C): 0.315, atom 3 (O): -0.440, atom 4 (O): -0.470, atom 5 (C): -0.468, atom 6 (S): 0.268, atom 7 (S): 0.062, atom 8 (H): 0.134

# 15
DFT (ωB97M-V/def2-TZVPD) results for one molecule with the formula C3H6O2Si.

```
12
C3H6O2Si (ωB97M-V/def2-TZVPD)
C -1.50 -0.14 2.12
C 0.07 -0.41 -0.87
C -0.74 0.80 1.28
O -0.30 0.62 2.54
O 0.13 0.21 0.32
Si 1.39 0.27 -2.13
H -2.41 0.05 2.56
H -1.12 -1.14 1.99
H -0.73 -1.11 -0.91
H 2.16 -0.93 -2.00
H 2.17 1.28 -1.46
H 0.87 0.51 -3.43
```

Lowest unoccupied orbital energy (alpha / beta)   0.2 / -0.5 eV
E   -15174.0815 eV
Total charge   0
Orbital gap (alpha / beta)   8.913 / 7.285 eV

These are the Mulliken partial charges, in e, on atoms 1 to 8: atom 1 (C): -0.341, atom 2 (C): -0.356, atom 3 (C): 0.104, atom 4 (O): -0.316, atom 5 (O): -0.151, atom 6 (Si): 0.401, atom 7 (H): 0.293, atom 8 (H): 0.215

# 16
DFT (ωB97M-V/def2-TZVPD) results for one molecule with the formula C3H6O3.

```
12
C3H6O3 (ωB97M-V/def2-TZVPD)
C 1.31 -0.20 -0.04
O 0.68 0.98 0.37
C -0.57 1.19 -0.31
O -1.54 0.17 -0.08
C -0.84 -0.94 0.27
O 0.27 -1.11 -0.49
H 2.12 -0.04 -0.81
H 1.79 -0.61 0.80
H -0.93 2.12 0.06
H -0.17 1.22 -1.31
H -0.59 -0.86 1.36
H -1.53 -1.92 0.19
```

Lowest unoccupied orbital energy   1.0 eV
E   -9348.8236 eV
Total charge   0
Orbital gap   10.881 eV
SMILES string   C1OCOCO1

These are the Mulliken partial charges, in e, on atoms 1 to 8: atom 1 (C): -0.107, atom 2 (O): -0.390, atom 3 (C): -0.204, atom 4 (O): -0.345, atom 5 (C): -0.155, atom 6 (O): -0.395, atom 7 (H): 0.246, atom 8 (H): 0.291

# 17
DFT (ωB97M-V/def2-TZVPD) results for one molecule with the formula C3H6O3.

```
12
C3H6O3 (ωB97M-V/def2-TZVPD)
O 0.54 1.90 -1.25
C 0.69 1.39 -0.18
C 0.44 -0.13 0.02
O -0.19 -0.58 -1.13
C -0.53 -0.42 1.17
O -0.92 -1.85 1.17
H 1.03 1.98 0.73
H 1.45 -0.59 0.25
H 0.02 0.13 -1.76
H -1.41 0.18 0.90
H -0.08 -0.13 2.13
H -0.09 -2.38 1.32
```

Lowest unoccupied orbital energy   0.6 eV
E   -9349.5188 eV
Total charge   0
Orbital gap   11.135 eV
SMILES string   O=C[C@H](O)CO

These are the Mulliken partial charges, in e, on atoms 1 to 8: atom 1 (O): -0.479, atom 2 (C): 0.087, atom 3 (C): 0.169, atom 4 (O): -0.510, atom 5 (C): -0.625, atom 6 (O): -0.488, atom 7 (H): 0.306, atom 8 (H): 0.223

# 18
DFT (ωB97M-V/def2-TZVPD) results for a 2-piece molecular cluster, C3H6O3 overall.

```
12
C3H6O3 (ωB97M-V/def2-TZVPD)
O -0.01 0.46 -2.72
C 0.69 1.22 -2.18
O 1.43 1.97 -1.68
C 0.18 -0.96 1.28
C -0.77 -0.35 0.27
O -0.62 1.06 0.15
H -0.01 -2.03 1.39
H 0.07 -0.48 2.25
H 1.22 -0.84 0.95
H -0.63 -0.81 -0.72
H -1.81 -0.53 0.56
H 0.27 1.30 0.45
```

Lowest unoccupied orbital energy   0.7 eV
E   -9351.2608 eV
Total charge   0
Orbital gap   11.182 eV
SMILES string   O=C=O.CCO

These are the Mulliken partial charges, in e, on atoms 1 to 8: atom 1 (O): -0.414, atom 2 (C): 0.867, atom 3 (O): -0.434, atom 4 (C): -1.149, atom 5 (C): -0.095, atom 6 (O): -0.561, atom 7 (H): 0.352, atom 8 (H): 0.310

# 19
DFT (ωB97M-V/def2-TZVPD) results for one molecule with the formula C3H6O3.

```
12
C3H6O3 (ωB97M-V/def2-TZVPD)
O -1.89 -0.58 -0.29
C -1.50 0.28 -1.04
O -0.31 0.87 -1.09
C 0.81 0.64 -0.20
C 0.85 -0.60 0.70
O -0.11 -0.61 1.71
H -2.13 0.70 -1.84
H 1.67 0.60 -0.89
H 0.89 1.53 0.42
H 0.85 -1.51 0.09
H 1.83 -0.56 1.20
H -0.95 -0.76 1.24
```

Lowest unoccupied orbital energy   0.8 eV
E   -9350.2729 eV
Total charge   0
Orbital gap   11.100 eV
SMILES string   O=COCCO

These are the Mulliken partial charges, in e, on atoms 1 to 8: atom 1 (O): -0.587, atom 2 (C): 0.225, atom 3 (O): -0.319, atom 4 (C): -0.307, atom 5 (C): -0.492, atom 6 (O): -0.534, atom 7 (H): 0.378, atom 8 (H): 0.291

# 20
DFT (ωB97M-V/def2-TZVPD) results for a 2-piece molecular cluster, C3H6O3 overall.

```
12
C3H6O3 (ωB97M-V/def2-TZVPD)
O -0.20 -0.36 2.93
C -0.95 -0.42 2.02
O -2.13 -0.28 1.59
C -1.27 -0.23 0.51
O -1.30 0.86 -0.27
H -1.14 -1.19 -0.10
H -0.89 1.75 -0.11
C 1.59 -0.04 -1.32
H 1.20 -1.09 -1.67
H 1.52 0.22 -0.20
H 2.77 0.21 -1.60
H 0.79 0.56 -1.77
```

Lowest unoccupied orbital energy   0.5 eV
E   -9347.3957 eV
Total charge   0
Orbital gap   10.076 eV
SMILES string   O=C1O[C@H]1O.C

These are the Mulliken partial charges, in e, on atoms 1 to 8: atom 1 (O): -0.476, atom 2 (C): 0.523, atom 3 (O): -0.312, atom 4 (C): 0.131, atom 5 (O): -0.530, atom 6 (H): 0.289, atom 7 (H): 0.360, atom 8 (C): -0.827